Record 1
63
Properties=species:S:1:pos:R:3 method="wB97M-V/def2-TZVPD" molar_mass_g_mol=793.5 e_homo_ev=-7.2017 e_above_lowest_kj_mol=0.0 gap_ev=6.46 e_lumo_ev=-0.739
Ti -0.772 -0.899 0.197
Cl -3.300 -6.342 -0.216
C -2.647 -4.897 0.456
C -2.145 -3.891 -0.371
Cl -2.160 -4.082 -2.097
C -1.616 -2.748 0.170
Cl -2.865 -0.066 -0.142
C -1.602 -2.593 1.550
O -1.038 -1.417 1.991
C -2.087 -3.568 2.407
Cl -2.007 -3.316 4.112
C -2.613 -4.730 1.845
Cl -3.216 -5.966 2.878
C 0.305 -0.153 4.381
N 1.497 -0.699 3.741
C 2.064 -1.902 4.048
C 3.162 -2.029 3.256
N 3.260 -0.917 2.475
B 4.309 -0.737 1.340
N 3.850 -1.543 0.052
C 4.669 -1.512 -1.053
C 4.004 -2.062 -2.097
N 2.774 -2.446 -1.622
C 1.720 -3.063 -2.412
C 2.684 -2.105 -0.316
S 1.302 -2.461 0.657
C 2.238 -0.112 2.786
S 2.019 1.571 2.354
H -0.033 -0.883 5.110
H -0.474 -0.013 3.637
H 0.551 0.781 4.881
H 1.623 -2.560 4.773
H 3.858 -2.841 3.156
H 4.362 0.427 1.049
H 5.369 -1.178 1.695
H 5.657 -1.093 -0.999
H 4.294 -2.228 -3.118
H 2.183 -3.661 -3.193
H 1.081 -2.294 -2.846
H 1.117 -3.693 -1.764
C -1.208 2.250 1.437
O -0.268 1.311 0.890
C 1.080 1.735 0.808
C 1.226 3.218 0.491
H -0.822 2.655 2.375
H -2.118 1.690 1.623
H -1.404 3.043 0.717
H 0.788 3.849 1.264
H 0.762 3.439 -0.469
H 2.283 3.474 0.411
Se 1.887 0.801 -0.923
N 0.409 -0.228 -1.264
C -0.229 0.416 -2.363
C -1.307 -0.108 -3.056
C -1.863 0.628 -4.096
C -1.313 1.852 -4.458
C -0.187 2.345 -3.812
C 0.378 1.616 -2.772
N 1.611 1.940 -2.195
H -1.726 -1.070 -2.780
H -2.723 0.240 -4.623
H -1.748 2.416 -5.272
H 0.281 3.268 -4.128

***

Record 2
16
Properties=species:S:1:pos:R:3 method="wB97M-V/def2-TZVPD" molar_mass_g_mol=92.1 e_homo_ev="-12.4353 / -11.2997" e_above_lowest_kj_mol=671.6 gap_ev="8.44 / 5.74" e_lumo_ev="-3.997 / -5.556" total_charge=+1
C 1.491 -0.873 0.449
C -2.494 0.395 -0.472
N 1.778 1.252 -0.228
N 0.248 -1.183 0.612
N -0.692 -1.594 -0.155
O -3.056 0.358 0.760
H 1.957 -1.007 -0.596
H 2.158 -0.596 1.274
H -1.525 0.729 -0.586
H -3.099 -0.026 -1.223
H 2.085 1.168 -1.196
H 2.531 1.695 0.427
H -0.004 -1.138 1.610
H -0.469 -1.790 -1.114
H 1.048 1.885 -0.201
H -3.822 -0.186 0.823

***

Record 3
95
Properties=species:S:1:pos:R:3 method="wB97M-V/def2-TZVPD" molar_mass_g_mol=774.2 e_homo_ev=-10.4875 gap_ev=6.14 e_lumo_ev=-4.350 total_charge=+1
C -1.569 -1.426 2.058
C -0.900 -2.391 1.366
N 0.348 -2.240 0.424
C 1.269 -3.007 1.377
C 2.759 -3.240 1.235
C 3.600 -2.640 2.177
C 4.974 -2.830 2.205
C 5.580 -3.666 1.278
C 4.763 -4.296 0.339
C 3.392 -4.094 0.331
C 0.567 -0.782 0.215
C 1.371 0.051 1.216
C 0.685 0.882 2.326
C -0.132 2.128 1.973
S -1.862 1.802 1.487
C -2.509 3.393 0.991
S -3.265 4.331 2.063
N -2.398 3.815 -0.332
C -2.654 3.126 -1.496
C -2.375 3.931 -2.551
N -1.955 5.156 -2.049
C -1.985 5.084 -0.764
C 1.206 -0.701 -1.207
C 1.320 0.688 -1.872
C 0.386 1.789 -1.446
N 0.830 2.970 -1.420
P 2.909 -1.467 -1.520
C 3.378 -1.209 -3.284
C 4.228 -0.682 -0.518
C 0.305 -1.794 -1.939
Cl -0.883 -0.810 -2.919
C -0.243 -2.837 -0.885
C 0.351 -4.193 -1.387
C 0.248 -5.347 -0.351
C -0.281 -4.772 -2.681
C -0.054 -4.068 -4.012
C -0.497 -5.028 -5.150
P -2.172 -2.746 -0.946
O -2.602 -2.982 -2.481
Br -2.982 -4.645 -0.074
H -1.490 -1.352 3.139
H -2.254 -0.762 1.547
H -1.166 -3.419 1.592
H 0.834 -3.953 1.666
H 1.180 -2.434 2.299
H 3.166 -1.996 2.936
H 5.561 -2.345 2.971
H 6.641 -3.865 1.280
H 5.209 -4.975 -0.373
H 2.824 -4.643 -0.402
H -0.351 -0.221 0.026
H 2.070 -0.571 1.773
H 2.024 0.746 0.692
H 0.186 0.266 3.072
H 1.533 1.298 2.877
H -0.209 2.695 2.903
H 0.402 2.795 1.300
H -2.990 2.104 -1.455
H -2.456 3.666 -3.587
H -1.748 5.827 -0.022
H 1.373 0.626 -2.954
H 2.309 1.061 -1.592
H -0.646 1.514 -1.234
H 0.073 3.601 -1.152
H 3.735 -2.167 -3.655
H 2.540 -0.935 -3.922
H 4.189 -0.490 -3.389
H 4.652 0.193 -1.018
H 3.932 -0.424 0.491
H 5.036 -1.407 -0.437
H 0.964 -2.201 -2.693
H 1.392 -4.001 -1.653
H -0.319 -5.077 0.535
H -0.272 -6.205 -0.765
H 1.219 -5.708 -0.018
H 0.187 -5.752 -2.790
H -1.326 -5.013 -2.487
H 1.014 -3.892 -4.146
H -0.641 -3.167 -4.143
H -1.212 -5.768 -4.797
H 0.344 -5.474 -5.673
H -1.037 -4.445 -5.897
H -3.061 -2.206 -2.825
C -5.908 9.174 4.698
C -5.141 8.610 3.508
C -3.900 7.812 3.920
C -2.895 8.645 4.580
N -2.108 9.298 5.100
H -5.302 9.885 5.261
H -6.802 9.696 4.360
H -6.220 8.377 5.376
H -4.851 9.426 2.843
H -5.799 7.952 2.937
H -3.450 7.358 3.035
H -4.185 6.995 4.586

***

Record 4
7
Properties=species:S:1:pos:R:3 method="wB97M-V/def2-TZVPD" smiles=C#CCl.OCl molar_mass_g_mol=112.9 e_homo_ev=-9.9714 e_above_lowest_kj_mol=414.4 gap_ev=9.63 e_lumo_ev=-0.343
C -0.303 1.402 -1.111
C 0.215 1.603 -0.068
O 0.674 -1.798 0.626
Cl 0.764 1.949 1.454
Cl -0.969 -1.461 0.133
H -0.849 0.961 -1.999
H 0.468 -2.656 0.965

***

Record 5
164
Properties=species:S:1:pos:R:3 method="wB97M-V/def2-TZVPD" molar_mass_g_mol=990.0 e_homo_ev=-7.1555 gap_ev=8.69 e_lumo_ev=1.534 total_charge=-1
O -1.056 -2.719 -1.373
C -0.639 -1.675 -0.840
O 0.272 -1.033 -1.351
B 0.564 0.182 -0.499
O -0.574 0.186 0.511
C -1.313 -0.898 0.311
O -2.232 -1.250 1.063
O 0.616 1.382 -1.322
C 1.587 2.165 -0.921
O 1.886 3.311 -1.404
C 2.489 1.352 0.014
O 1.976 0.124 0.117
O 3.508 1.782 0.584
C 2.188 -4.196 0.250
C 1.785 -5.096 -0.979
C 2.808 -6.145 -1.525
O 3.747 -5.378 -2.274
C 3.676 -5.584 -3.713
N 0.406 -5.545 -0.813
H 2.662 -4.663 1.113
H 1.344 -3.700 0.730
H 3.013 -3.532 -0.008
H 1.686 -4.215 -1.613
H 2.398 -6.900 -2.196
H 3.280 -6.717 -0.726
H 2.649 -5.520 -4.072
H 4.101 -6.533 -4.039
H 4.256 -4.775 -4.158
H -0.121 -4.698 -0.973
H 0.415 -5.680 0.188
C -4.534 -0.168 -7.590
C -3.927 -1.412 -6.973
C -4.375 -1.488 -5.477
O -3.760 -2.641 -5.012
C -2.481 -2.469 -4.373
N -4.584 -2.435 -7.747
H -4.273 -0.149 -8.648
H -4.097 0.673 -7.051
H -5.622 -0.215 -7.558
H -2.842 -1.436 -7.076
H -5.442 -1.701 -5.548
H -4.084 -0.601 -4.916
H -2.042 -3.383 -3.973
H -2.514 -1.895 -3.447
H -1.721 -2.150 -5.087
H -5.583 -2.395 -7.604
H -4.281 -3.365 -7.495
C -1.665 3.407 0.565
C -2.196 4.648 1.202
C -1.445 5.226 2.460
O -0.238 5.800 2.006
C 0.715 6.128 3.029
N -2.134 5.649 0.183
H -1.628 2.768 1.447
H -0.631 3.545 0.248
H -2.184 2.999 -0.302
H -3.186 4.541 1.645
H -1.120 4.459 3.162
H -2.064 5.950 2.990
H 1.179 5.198 3.358
H 0.114 6.451 3.880
H 1.356 6.934 2.671
H -2.598 6.388 0.691
H -1.181 5.985 0.209
C 2.849 2.396 -8.492
C 3.801 1.924 -7.319
C 3.099 1.279 -6.054
O 2.633 2.347 -5.240
C 1.517 1.935 -4.352
N 4.720 0.963 -7.840
H 3.409 2.776 -9.347
H 2.284 3.205 -8.029
H 2.223 1.553 -8.784
H 4.427 2.785 -7.085
H 3.779 0.700 -5.429
H 2.315 0.617 -6.421
H 1.904 1.271 -3.579
H 0.563 1.473 -4.610
H 1.348 2.865 -3.809
H 4.090 0.182 -7.948
H 5.351 0.736 -7.084
C -3.912 -6.402 2.157
C -2.698 -5.415 2.078
C -1.424 -6.224 2.153
O -0.307 -5.392 1.982
C 0.628 -5.485 3.057
N -2.818 -4.697 0.833
H -3.882 -7.136 1.353
H -4.874 -5.890 2.168
H -3.908 -6.933 3.109
H -2.663 -4.650 2.854
H -1.452 -6.886 1.288
H -1.329 -6.819 3.062
H 0.802 -6.476 3.477
H 0.390 -4.779 3.853
H 1.628 -5.119 2.825
H -2.451 -5.340 0.146
H -2.123 -3.980 0.984
C -1.090 0.526 4.557
C -0.582 -0.927 4.297
C 0.610 -1.427 5.120
O 1.991 -1.031 4.838
C 2.274 -0.939 3.438
N -1.827 -1.656 4.476
H -0.432 1.284 4.132
H -1.101 0.790 5.614
H -2.049 0.775 4.100
H -0.378 -1.027 3.230
H 0.512 -2.505 4.984
H 0.569 -1.265 6.197
H 1.770 -0.053 3.052
H 1.865 -1.794 2.901
H 3.300 -0.686 3.170
H -2.718 -1.242 4.244
H -1.703 -2.554 4.032
C -6.100 1.134 -1.547
C -4.795 1.270 -0.725
C -4.918 0.961 0.834
O -5.684 1.910 1.568
C -5.618 1.693 2.967
N -3.775 0.466 -1.395
H -6.046 1.594 -2.533
H -6.958 1.607 -1.069
H -6.344 0.082 -1.696
H -4.466 2.301 -0.860
H -3.907 0.981 1.242
H -5.118 -0.108 0.897
H -4.658 1.907 3.436
H -5.658 0.632 3.215
H -6.397 2.207 3.530
H -4.031 -0.493 -1.208
H -2.878 0.690 -0.989
C 3.066 2.452 4.196
C 4.026 3.627 4.554
C 3.642 4.148 5.965
O 4.339 5.323 6.304
C 4.133 5.711 7.664
N 5.433 3.187 4.441
H 3.045 1.636 4.919
H 3.336 2.062 3.215
H 2.075 2.887 4.061
H 3.832 4.534 3.982
H 3.866 3.347 6.670
H 2.582 4.402 5.973
H 3.065 5.841 7.838
H 4.560 6.696 7.849
H 4.589 4.994 8.346
H 6.069 3.865 4.837
H 5.437 2.587 5.253
O 3.437 5.006 0.720
H 3.070 4.155 0.480
H 2.806 5.642 0.382
O -5.067 -2.796 2.232
H -4.525 -2.219 1.694
H -4.854 -3.678 1.927
O 5.296 -1.353 0.259
H 4.721 -1.347 -0.506
H 4.934 -0.680 0.836
O 5.776 1.724 1.995
H 5.204 1.717 2.763
H 5.178 1.804 1.252
O 4.059 5.028 -2.678
H 3.361 4.603 -3.177
H 3.618 5.730 -2.199

***

Record 6
31
Properties=species:S:1:pos:R:3 method="wB97M-V/def2-TZVPD" molar_mass_g_mol=220.1 e_homo_ev=-10.6747 e_above_lowest_kj_mol=81.0 gap_ev=10.54 e_lumo_ev=-0.130
Ar -0.140 -0.099 -0.574
O 1.802 -1.350 2.160
H 1.719 -0.405 2.291
H 1.023 -1.719 2.575
O 2.635 3.117 -0.260
H 1.995 2.908 0.421
H 2.811 2.280 -0.688
O 0.818 0.306 -4.106
H 1.382 1.029 -4.382
H 0.047 0.732 -3.732
O 0.620 2.853 1.800
H -0.284 2.707 1.522
H 0.840 2.078 2.317
O 0.585 -4.147 -0.978
H 0.936 -3.428 -1.503
H -0.274 -3.837 -0.690
O -0.674 -2.080 3.266
H -0.896 -2.495 2.432
H -0.247 -2.772 3.772
O -1.546 -3.000 0.605
H -2.136 -2.426 0.116
H -2.063 -3.787 0.775
O -2.104 2.939 1.078
H -2.142 3.878 0.896
H -2.873 2.768 1.622
O -3.026 2.149 -1.274
H -3.608 2.902 -1.377
H -2.353 2.447 -0.662
O 2.525 -1.057 -2.133
H 2.577 -1.939 -2.500
H 2.051 -0.550 -2.792

***

Record 7
11
Properties=species:S:1:pos:R:3 method="wB97M-V/def2-TZVPD" molar_mass_g_mol=268.9 e_homo_ev="-3.8051 / -3.8016" e_above_lowest_kj_mol=15.9 gap_ev="5.85 / 5.84" e_lumo_ev="2.045 / 2.042" total_charge=-1
C 0.322 -0.581 1.428
C -0.444 -1.388 0.435
C -0.270 -2.922 0.258
O 0.100 0.783 1.205
O 1.164 -1.054 2.183
O -0.999 -0.757 -0.494
F -0.649 -3.652 1.312
F -1.001 -3.279 -0.791
F 1.011 -3.189 -0.101
I -3.583 0.284 -0.383
H -0.609 0.895 0.579

***

Record 8
64
Properties=species:S:1:pos:R:3 method="wB97M-V/def2-TZVPD" molar_mass_g_mol=615.5 e_homo_ev=-8.6762 gap_ev=9.26 e_lumo_ev=0.579
C -2.681 0.105 5.486
C -2.083 0.796 4.224
I -0.458 2.051 4.887
C -1.561 -0.260 3.245
P -1.369 0.203 1.469
F -1.464 1.872 1.901
C 0.337 0.586 0.835
C 0.466 1.948 0.224
O 1.426 2.634 0.443
C -2.756 0.481 0.284
C -4.113 -0.097 0.589
O -4.697 -0.754 -0.226
C -4.779 0.189 1.892
C -5.108 -0.908 2.694
C -5.795 -0.743 3.891
C -6.171 0.536 4.301
C -5.827 1.629 3.512
C -5.138 1.467 2.312
C -1.156 -1.651 0.985
C -0.142 -2.391 1.605
C 0.029 -3.718 1.256
C -0.818 -4.236 0.288
C -1.777 -3.437 -0.297
N -1.953 -2.155 0.054
H -2.768 -0.969 5.353
H -2.046 0.256 6.351
H -3.633 0.565 5.724
H -2.859 1.410 3.796
H -0.611 -0.603 3.635
H -2.276 -1.079 3.256
H 0.639 -0.127 0.072
H 1.023 0.541 1.676
H -0.294 2.321 -0.476
H -2.489 0.234 -0.734
H -2.918 1.560 0.300
H -4.835 -1.901 2.364
H -6.026 -1.615 4.482
H -6.722 0.645 5.221
H -6.105 2.623 3.828
H -4.898 2.331 1.710
H 0.512 -1.944 2.335
H 0.786 -4.328 1.721
H -0.728 -5.269 -0.013
H -2.424 -3.828 -1.067
C 3.865 2.013 -2.121
S 2.340 1.357 -2.797
O 1.988 0.149 -1.994
C 3.052 0.782 -4.336
H 3.646 2.387 -1.122
H 4.611 1.220 -2.071
H 4.218 2.827 -2.754
H 3.855 0.079 -4.126
H 3.440 1.631 -4.896
H 2.267 0.290 -4.908
C 6.498 -0.825 -6.705
S 7.101 0.256 -5.403
O 6.039 1.266 -5.156
C 8.366 1.059 -6.394
H 5.661 -1.394 -6.305
H 6.165 -0.226 -7.552
H 7.292 -1.508 -7.006
H 7.905 1.529 -7.262
H 9.105 0.321 -6.704
H 8.842 1.816 -5.775